(1)
Molecular formula: C41H41BrDyN14OPS2
Method: DFT, ωB97M-V/def2-TZVPD

Structure (XYZ):
```
102
Properties=species:S:1:pos:R:3:mulliken_spin:R:1
Dy 0.01562 -0.22340 -0.08748 5.1656
Br -4.52603 -3.33241 -5.71007 -0.0004
S 1.04942 -3.06499 0.17985 -0.0048
S -2.77862 3.46310 2.68027 -0.0004
P 1.15326 2.38329 -2.83862 0.0002
O -0.38988 -1.38370 -1.86254 -0.0706
N -1.50526 2.06569 -3.93883 0.0001
N 3.49200 -2.38332 1.20917 0.0002
N 1.35200 2.20423 0.03346 -0.0103
N -1.33249 1.34624 2.52964 -0.0058
N -1.45017 1.75453 1.23889 -0.0085
N -1.95054 3.71815 0.09500 0.0003
N -2.37986 -1.34392 -0.02550 -0.0098
N 3.46975 -4.25244 -0.03249 -0.0003
N 2.77127 0.31552 -3.88957 0.0002
N 2.07108 -0.11627 -1.76713 -0.0057
N -0.98822 -1.75844 2.20827 -0.0005
N 2.07989 -0.52997 1.89480 -0.0056
N -1.28512 1.41733 -1.75626 -0.0437
N 1.99063 4.24441 -0.79414 0.0001
C -0.85691 -2.41820 4.54848 -0.0006
C -0.31920 -2.23870 3.25890 0.0022
C -2.19865 -2.14774 4.75178 0.0001
C -3.10822 -1.83665 -1.02374 0.0016
C 3.94162 -1.22873 3.26830 0.0002
C 2.99730 0.97152 -5.18024 0.0000
C 2.29174 5.33225 -1.72284 0.0000
C -2.77473 1.73937 -3.42895 -0.0009
C 1.79816 2.99887 1.04506 -0.0004
C -1.29958 -1.75475 -2.75806 -0.0073
C 1.49406 2.97100 -1.14036 -0.0008
C -2.65030 -2.07628 -2.34596 0.0088
C 2.05801 0.82482 -2.79437 -0.0042
C -1.54484 2.68573 5.79383 0.0000
C -1.25492 2.65294 -5.24425 0.0001
C -5.03091 -0.93745 2.59046 0.0008
C -3.17480 -2.70090 -4.60997 -0.0026
C 2.98780 -5.33004 -0.88432 -0.0001
C -4.37160 -1.40895 3.70269 -0.0015
C 2.78752 -1.17539 -2.24378 0.0008
C 3.13728 -1.33500 2.11595 0.0043
C -3.54565 -2.57927 -3.29441 0.0017
C -2.33366 -1.61501 2.36584 0.0006
C 2.67141 -3.22337 0.45097 -0.0002
C -2.00025 1.60614 4.83990 0.0002
C 3.52958 -0.39937 4.27796 0.0000
C -1.99813 2.03934 3.40820 0.0009
C 4.78896 -4.00084 0.36133 0.0000
C 1.67718 0.26895 2.92753 0.0000
C -2.03890 2.92447 1.17209 0.0050
C -3.06331 -1.27227 1.18816 -0.0075
C -2.60400 1.35687 -2.12678 0.0056
C 4.81003 -2.86595 1.07174 0.0000
C -1.88276 -2.40580 -5.04533 0.0016
C -0.94039 -1.92592 -4.13484 -0.0047
C -2.99008 -1.73007 3.64075 -0.0009
C -4.37042 -0.81822 1.36298 -0.0019
C -0.60691 1.86863 -2.88265 0.0047
C 2.17410 4.25128 0.58147 0.0005
C 3.22075 -0.95422 -3.53039 -0.0016
C 2.38944 0.36434 4.09575 0.0005
H 4.08499 -0.33746 5.20101 0.0000
H -1.56161 2.34267 6.83563 0.0000
H -0.52200 3.01782 5.64004 0.0000
H -3.69212 1.78547 -4.02321 0.0000
H -2.52155 4.55388 0.11131 0.0000
H 1.85422 2.67014 2.07984 -0.0003
H 0.76281 0.84176 2.79346 -0.0057
H 0.71219 -2.53075 3.07661 -0.0001
H 3.03542 5.02185 -2.47396 0.0000
H 3.79933 -6.02481 -1.05283 0.0000
H 4.81973 -1.85265 3.31471 0.0000
H -1.63555 -2.55334 -6.09220 0.0000
H 2.70574 6.19557 -1.20039 0.0000
H 5.60954 -4.64567 0.05418 0.0000
H 5.66413 -2.38958 1.55655 0.0000
H -2.13859 3.60411 5.74427 0.0000
H 2.07044 0.98820 -5.79532 0.0000
H -4.90916 -0.39536 0.50899 0.0002
H -3.35249 1.00835 -1.43589 0.0003
H 2.16631 -5.84477 -0.39027 0.0002
H -6.08144 -0.65576 2.63291 0.0000
H -1.60012 3.36731 -0.79495 0.0005
H -4.16809 -2.07988 -0.86475 0.0002
H 3.72065 -1.63189 -4.22196 0.0000
H -4.90684 -1.55542 4.62121 0.0000
H 2.52005 5.12602 1.11349 0.0000
H -2.99763 1.21420 5.13451 0.0000
H 1.36637 5.63064 -2.25588 0.0000
H -0.20570 -2.71904 5.36205 -0.0001
H 2.61985 -4.93041 -1.84412 0.0000
H -1.32507 0.73689 4.90652 0.0000
H 3.79414 0.43982 -5.72089 0.0000
H 3.32081 2.01003 -4.99643 0.0000
H 0.05826 -1.65011 -4.47026 0.0002
H -4.54157 -2.87775 -3.01193 -0.0001
H -0.63132 3.56398 -5.17702 0.0000
H 2.91874 -2.07388 -1.66323 -0.0002
H -2.20290 2.89491 -5.74049 0.0000
H -2.61982 -2.22557 5.74107 0.0000
H -0.71261 1.91282 -5.87190 0.0000
H 2.06792 1.04654 4.87393 -0.0001
```

## Properties
Calculated total energy, eV: -191167.6547
Net charge: +2
Lowest unoccupied orbital energy (alpha / beta), eV: -5.81 / -4.49
HOMO-LUMO gap (alpha / beta), eV: 5.9 / 7.2
E_HOMO (alpha / beta), eV: -11.688 / -11.699
2S+1: 6

***

(2)
Molecular formula: C32H55N4NiOP2
Method: DFT, ωB97M-V/def2-TZVPD

Structure (XYZ):
```
95
Properties=species:S:1:pos:R:3:mulliken_spin:R:1
Ni -0.18790 0.06734 0.71299 1.5216
P -2.44858 -0.76134 0.21733 -0.0222
P 2.43130 0.38282 0.52426 0.0510
O 0.15990 2.76896 2.16451 -0.0150
N 0.20812 -1.71410 -0.53880 0.0509
N -0.06328 -0.73058 2.49311 0.0466
N -0.45154 -1.04506 4.63865 0.0001
N -0.26905 1.01953 -0.85728 0.0752
C 0.42514 1.74560 1.68569 0.0675
C 0.85776 2.12896 -4.19145 -0.0015
C -2.26349 -3.29981 1.36133 0.0056
C 2.86334 2.58440 -1.08495 0.0027
C -0.70907 -2.34792 -1.26857 0.0069
C 4.82814 0.99076 -1.01020 0.0025
C -0.10706 3.86426 -2.68989 -0.0015
C -3.27229 -2.15580 1.20454 0.0373
C 1.79793 -3.44117 -1.03639 0.0007
C 2.51229 -1.30672 0.03212 -0.0074
C 0.23775 -2.17203 4.19468 -0.0001
C 2.92882 0.23153 3.31882 0.0169
C -4.52343 -2.72744 0.51077 0.0000
C -3.64612 0.86461 -1.71393 0.0080
C -0.42250 -3.53541 -1.94963 0.0021
C -0.10042 1.46039 -1.93092 -0.0847
C 0.83682 -4.11528 -1.76814 -0.0019
C -0.21643 2.40836 -3.14214 -0.0006
C 0.48558 -1.96863 2.87113 -0.0064
C -0.61126 -0.19863 3.59783 -0.0191
C 1.50666 -2.15290 -0.50525 0.0507
C -3.69738 0.62664 -0.20876 0.0376
C -3.63103 -1.59604 2.58652 0.0091
C -2.07985 -1.67610 -1.35883 0.0058
C 2.84419 0.34884 -2.27733 0.0045
C 4.90267 -0.22626 1.94409 0.0047
C -5.15373 0.34848 0.17737 0.0013
C -1.56532 2.26827 -3.84186 -0.0011
C 3.95972 2.13210 2.11873 0.0061
C -3.21825 1.89056 0.52430 -0.0024
C 3.63253 0.62899 2.02133 0.0327
C 3.30204 1.12036 -1.03727 0.0952
H 3.50743 -1.75680 0.10957 0.0061
H 4.52099 2.29879 3.05134 -0.0001
H -1.53846 2.88230 -4.75477 -0.0002
H 3.15783 -0.69988 -2.23651 0.0009
H -3.93917 2.69979 0.33918 0.0007
H 0.48790 -3.00645 4.82611 0.0011
H -4.00533 0.00436 -2.29445 0.0000
H -0.93769 4.12043 -2.01752 0.0003
H -3.99068 -2.42588 3.21135 0.0003
H -1.27899 -2.94206 1.67302 0.0001
H -2.62747 -3.98178 2.14259 0.0000
H 4.66694 -1.29800 1.94311 -0.0002
H -1.77181 1.23055 -4.13235 0.0000
H 3.15819 3.14638 -0.18896 0.0007
H -0.78257 -0.85844 5.58332 0.0002
H 0.80304 1.09202 -4.54561 0.0000
H 5.30713 1.54462 -0.19624 0.0021
H 1.77404 2.65520 -1.18005 0.0110
H -5.74012 1.24590 -0.07701 -0.0001
H -3.15134 1.73273 1.60895 -0.0031
H 2.75395 -0.84803 3.37187 -0.0003
H 3.29392 0.79578 -3.17518 0.0005
H -5.28670 0.17393 1.25103 0.0008
H 4.58197 2.49586 1.29310 0.0007
H 1.97772 0.75726 3.45126 0.0002
H -2.76038 -1.15371 3.08321 -0.0022
H -1.12706 0.75638 3.67404 0.0026
H 1.05194 -5.08706 -2.20558 0.0000
H 5.21395 1.40230 -1.95700 -0.0007
H -5.41639 -2.11797 0.68178 0.0012
H -2.23622 2.21945 0.16364 -0.0013
H 3.32310 3.07720 -1.95588 0.0000
H 1.86554 2.33466 -3.81335 0.0002
H -2.84915 -2.41080 -1.62734 -0.0031
H 5.49196 -0.01343 2.85004 -0.0001
H -2.37891 2.65627 -3.21713 0.0000
H 3.04348 2.73940 2.17321 -0.0027
H 5.54357 -0.00561 1.08699 0.0009
H -1.19622 -3.98606 -2.56820 0.0011
H -2.04599 -0.94598 -2.18269 0.0029
H -2.14597 -3.87507 0.43441 0.0002
H 2.78959 -3.84358 -0.84767 0.0007
H 0.69126 2.78905 -5.05706 -0.0001
H -2.62558 1.10301 -2.02504 -0.0010
H -4.72223 -3.71702 0.94899 0.0010
H -4.42271 -0.83828 2.55055 0.0005
H -4.39195 -2.87157 -0.56863 -0.0008
H 3.58353 0.50207 4.16279 -0.0001
H -0.17801 4.49922 -3.58568 -0.0002
H 0.84118 4.08486 -2.18848 0.0002
H 1.75728 0.36341 -2.39167 -0.0035
H -4.28443 1.72414 -1.96822 0.0006
H 5.13241 -0.06397 -0.97163 0.0002
H -5.58116 -0.48227 -0.39694 -0.0001
H 1.01004 -2.60819 2.17291 0.0023
```

## Properties
Calculated total energy, eV: -101699.2924
Net charge: +1
Lowest unoccupied orbital energy (alpha / beta), eV: -2.01 / -2.57
HOMO-LUMO gap (alpha / beta), eV: 6.5 / 5.9
E_HOMO (alpha / beta), eV: -8.494 / -8.478
ΔE to the lowest compared entry with this formula, charge and spin, kcal/mol: 0.0
2S+1: 3

***

(3)
Molecular formula: C9H14
Method: DFT, ωB97M-V/def2-TZVPD

Structure (XYZ):
```
23
Properties=species:S:1:pos:R:3:mulliken_spin:R:1
C 0.77855 -2.18189 0.58881 0.2902
C 0.06461 -1.62306 1.68285 0.0320
C 1.53569 2.18163 -1.05466 -0.0037
C -1.51351 -0.43746 0.20946 0.2376
C 2.54187 3.29752 -0.83332 0.0002
C 0.24735 -1.84902 -0.72095 0.0683
C -0.88902 -1.15223 -0.82217 0.1123
C -2.42133 0.69212 0.06472 0.0213
C -1.09399 -0.80353 1.52721 0.1401
H 3.26205 3.26830 -1.63694 0.0000
H 1.73561 -2.59990 0.65617 0.0104
H 2.16345 4.36238 -0.91064 0.0001
H 3.13382 3.07002 0.18269 0.0000
H -1.14405 -1.05960 -1.82802 0.0034
H -3.43806 0.35407 -0.15799 0.0519
H 1.54592 1.23217 -0.61344 0.0050
H 1.43285 2.01670 -2.19358 0.0004
H -1.43841 -0.40019 2.31991 0.0044
H -2.10917 1.19582 -0.88399 0.0126
H 0.70315 -2.37888 -1.61868 0.0040
H -2.42418 1.38689 0.87207 0.0031
H 0.54358 2.63792 -0.65862 -0.0003
H 0.53210 -1.83013 2.61937 0.0065
```

## Properties
Calculated total energy, eV: -9549.5776
Net charge: +1
Lowest unoccupied orbital energy (alpha / beta), eV: -4.56 / -8.32
HOMO-LUMO gap (alpha / beta), eV: 9.4 / 5.7
E_HOMO (alpha / beta), eV: -14.006 / -14.006
ΔE to the lowest compared entry with this formula, charge and spin, kcal/mol: 43.0
2S+1: 2